No. 1
7
Properties=species:S:1:pos:R:3:forces:R:3:nbo_charge:R:1 method="wB97M-V/def2-TZVPD" lumo_ha=0.164 homo_lumo_gap_ha=0.2493 e_homo_ha=-0.085 molar_mass_g_mol=79.10 de_lowest_kcal_mol=59.2 total_energy_ha=-584.63597 total_charge=-1
N -0.048297 -0.999962 0.384690 0.169 0.106 0.441 0.0976
N 0.828198 -0.139671 0.137373 2.189 -0.615 -3.156 -0.3839
O -0.624404 -1.897355 -0.307152 0.024 0.122 -0.362 -0.6066
S 0.024859 2.049171 -0.685901 -0.092 1.317 -0.892 -0.8713
H -0.420587 -0.854054 1.345022 0.175 -0.161 -0.586 0.3147
H 1.248129 -0.121943 -1.014109 -2.153 -0.661 4.243 0.3670
H -1.007898 1.963813 0.140078 -0.312 -0.107 0.312 0.0825

***

No. 2
154
Properties=species:S:1:pos:R:3:forces:R:3:lowdin_charge:R:1 method="wB97M-V/def2-TZVPD" lumo_ha=-0.044 homo_lumo_gap_ha=0.2183 e_homo_ha=-0.263 molar_mass_g_mol=1441.61 de_lowest_kcal_mol=0.0 total_energy_ha=-9047.69500 total_charge=0
Pd 0.079898 -1.008322 -0.083623 0.370 0.510 0.424 0.9894
C -5.950364 -2.534604 0.113166 0.061 0.254 0.191 -0.0473
C -6.159794 -1.448376 1.163178 -0.094 -0.009 -0.019 -0.5130
C -7.430465 -1.751309 1.968089 0.027 0.017 0.030 -0.0364
C -6.287078 -0.086290 0.464955 0.020 -0.035 -0.003 -0.0307
C -4.940901 -1.439646 2.095374 -0.080 -0.090 0.084 -0.4016
O -4.036259 -2.240750 2.006033 0.057 -0.026 0.037 0.1089
N -4.970806 -0.452026 3.052814 0.053 0.141 -0.138 0.1490
C -4.030279 -0.172203 4.065297 -0.147 -0.229 0.119 -0.1776
C -4.554021 0.292792 5.272879 0.001 -0.058 0.053 -0.0194
C -3.740120 0.550547 6.358810 0.022 0.031 -0.021 -0.0789
C -2.373583 0.331932 6.256368 -0.011 -0.028 -0.029 -0.0726
C -1.848161 -0.091536 5.048978 0.009 0.134 0.042 -0.0193
C -2.646876 -0.319599 3.925852 0.012 -0.019 -0.173 -0.1200
C -1.942814 -0.607042 2.641587 0.041 -0.015 0.074 -0.0717
C -2.076429 0.289461 1.594895 -0.066 0.097 -0.127 -0.2097
C -2.926905 1.452247 1.601581 -0.005 -0.027 0.042 0.0108
C -2.883348 1.981723 0.361318 -0.011 -0.030 -0.138 0.0028
C -1.962942 1.185512 -0.404127 -0.067 0.100 0.016 -0.2153
N -1.493036 0.166901 0.358636 0.049 0.052 0.113 0.0176
C -1.600475 1.471700 -1.720107 -0.119 0.081 -0.034 -0.0668
C -0.590466 0.821073 -2.397725 0.247 0.064 -0.041 -0.2157
C -0.155721 1.135385 -3.743985 -0.160 0.030 0.132 0.0263
C 0.992618 0.469426 -3.950890 0.079 -0.174 0.042 0.0099
C 1.276000 -0.276020 -2.741367 -0.241 0.183 -0.060 -0.2893
C 2.449398 -0.982291 -2.520449 0.182 -0.102 -0.139 -0.1077
C 2.648538 -1.835969 -1.439509 0.098 0.065 0.086 -0.2444
N 1.756608 -2.059528 -0.435610 -0.009 -0.089 -0.088 -0.0175
C 2.288604 -3.032016 0.368202 0.038 -0.074 -0.146 -0.2491
C 1.708796 -3.564837 1.506843 0.040 -0.088 0.002 -0.0896
C 0.526767 -3.090361 2.073310 0.093 0.235 0.195 -0.2590
C -0.089628 -3.609870 3.264070 0.075 -0.042 -0.052 0.0240
C -1.095490 -2.766247 3.585539 -0.020 0.107 0.011 0.0107
C -1.101975 -1.717424 2.602181 0.066 -0.150 0.164 -0.2442
N -0.125678 -1.955775 1.680854 -0.220 -0.099 -0.085 -0.0266
C 2.442972 -4.639379 2.244016 -0.096 -0.019 0.004 -0.1534
C 2.040845 -5.964278 2.142020 0.068 -0.001 -0.119 -0.0283
C 2.679711 -6.959647 2.865735 0.026 -0.010 0.032 -0.0831
C 3.724336 -6.617296 3.711808 -0.046 0.023 -0.019 -0.0758
C 4.144087 -5.300666 3.829685 0.013 -0.024 0.045 0.0010
C 3.512097 -4.304867 3.088908 -0.091 0.045 0.109 -0.1576
N 3.907404 -2.957260 3.130326 0.060 -0.051 -0.047 0.1662
C 4.777708 -2.335178 3.988058 -0.203 0.049 0.026 -0.4130
O 5.195632 -2.852260 5.003595 0.132 -0.035 -0.054 0.0815
C 5.199346 -0.930554 3.523387 0.053 -0.058 0.013 -0.5210
C 5.925666 -0.237938 4.672190 -0.038 -0.029 0.039 -0.0514
C 3.994723 -0.088928 3.084219 0.023 -0.003 -0.005 -0.0340
C 6.164721 -1.119487 2.342109 -0.013 0.012 0.024 -0.0313
C 3.574045 -3.428291 -0.155189 -0.035 -0.033 0.083 0.0110
C 3.810832 -2.670064 -1.245871 0.007 0.073 -0.035 0.0153
C 3.573493 -0.693130 -3.463060 -0.146 -0.014 0.049 -0.1362
C 4.075308 -1.666548 -4.314630 0.028 0.015 -0.008 -0.0319
C 5.090891 -1.377347 -5.215064 -0.044 -0.019 0.023 -0.0784
C 5.603278 -0.092721 -5.254967 0.005 0.012 -0.015 -0.0739
C 5.117197 0.897413 -4.411555 0.048 -0.034 0.047 -0.0311
C 4.095988 0.619666 -3.508348 -0.042 -0.057 -0.113 -0.1687
N 3.540904 1.546934 -2.594619 0.196 0.250 0.093 0.1642
C 2.992650 2.829777 -2.699453 -0.031 -0.148 -0.097 -0.3733
O 1.995955 3.046811 -2.039066 0.090 -0.028 0.055 0.0802
C 3.625170 3.924996 -3.553802 0.023 -0.039 -0.041 -0.4924
C 2.975168 5.255072 -3.166366 -0.026 -0.003 0.014 -0.0495
C 3.278496 3.639651 -5.026699 -0.011 -0.072 0.040 -0.0281
C 5.143985 4.025092 -3.299931 -0.044 0.024 0.016 -0.0339
N 0.281744 -0.070596 -1.838679 -0.052 -0.137 -0.222 -0.0014
C -2.256655 2.620327 -2.417825 -0.026 -0.036 0.031 -0.1472
C -3.282405 2.385489 -3.327767 -0.059 0.005 0.085 -0.0247
C -3.872136 3.424109 -4.031332 0.004 -0.006 0.001 -0.0779
C -3.400090 4.716244 -3.854198 -0.017 -0.009 0.014 -0.0740
C -2.362191 4.960465 -2.970798 0.028 0.025 -0.043 -0.0280
C -1.801968 3.931901 -2.218584 0.062 0.059 -0.012 -0.1869
N -0.706535 4.159547 -1.356339 -0.072 -0.087 0.083 0.1794
C -0.384092 5.125106 -0.422013 -0.062 -0.029 -0.047 -0.3959
O 0.772968 5.170332 -0.048797 0.019 0.060 0.037 0.0649
C -1.394216 6.117972 0.198906 -0.006 0.003 -0.024 -0.4990
C -0.958115 6.309964 1.658343 0.044 0.017 -0.002 -0.0522
C -1.221499 7.459705 -0.529531 0.019 -0.033 -0.028 -0.0336
C -2.865787 5.699033 0.223478 0.048 -0.052 -0.012 -0.0418
H -6.803300 -2.553690 -0.567772 -0.005 -0.004 -0.018 0.0962
H -5.850093 -3.515229 0.578197 -0.003 -0.038 0.024 0.0966
H -5.045196 -2.349025 -0.462367 -0.471 0.228 0.548 0.0705
H -8.284229 -1.806252 1.290413 0.003 0.001 0.003 0.0901
H -7.652869 -0.980558 2.709786 -0.029 0.002 0.003 0.0750
H -7.346198 -2.707765 2.486915 -0.001 0.003 -0.001 0.0946
H -7.052897 -0.147091 -0.310495 -0.011 0.002 0.009 0.0893
H -5.344284 0.199033 -0.006250 -0.013 0.007 -0.001 0.0829
H -6.577354 0.710170 1.153764 0.034 0.006 0.000 0.0805
H -5.857495 0.008062 3.172415 0.015 0.075 -0.070 0.1217
H -5.626572 0.428480 5.359918 0.005 -0.033 0.001 0.1137
H -4.172944 0.910234 7.282989 -0.004 -0.014 -0.001 0.1049
H -1.721002 0.507209 7.100730 0.002 0.012 -0.004 0.1048
H -0.777509 -0.212171 4.944519 0.006 -0.023 -0.015 0.1260
H -3.485220 1.814598 2.448268 -0.012 -0.048 0.021 0.1165
H -3.419563 2.830885 -0.026744 0.018 0.041 0.019 0.1050
H -0.673756 1.793029 -4.422760 -0.011 0.018 0.016 0.1205
H 1.603163 0.456735 -4.839847 0.024 0.010 0.021 0.1253
H 0.216518 -4.503313 3.782663 0.027 -0.001 -0.021 0.1182
H -1.789966 -2.846035 4.405458 0.016 0.022 -0.005 0.1226
H 1.222884 -6.208016 1.473932 -0.018 0.008 0.021 0.1228
H 2.364309 -7.990069 2.769575 -0.014 0.008 0.016 0.1008
H 4.220413 -7.380930 4.297053 0.012 -0.001 -0.016 0.1036
H 4.941506 -5.032360 4.504355 0.002 -0.005 -0.025 0.1025
H 3.533834 -2.385984 2.391139 0.011 -0.002 -0.035 0.0989
H 5.242443 -0.028702 5.496580 0.011 0.004 0.001 0.0906
H 6.353532 0.703831 4.324571 -0.030 0.011 -0.002 0.0862
H 6.722868 -0.869416 5.059799 0.020 0.021 -0.012 0.0846
H 3.233832 -0.045360 3.865738 -0.002 -0.001 -0.008 0.0942
H 3.526086 -0.459246 2.167965 -0.012 0.034 0.003 0.0728
H 4.324145 0.930972 2.877776 -0.005 -0.008 -0.012 0.0919
H 7.002745 -1.758593 2.627372 0.004 0.017 -0.008 0.0948
H 6.563626 -0.151279 2.033048 -0.014 -0.002 -0.005 0.0886
H 5.664083 -1.570602 1.483186 0.005 -0.009 -0.014 0.0717
H 4.199854 -4.195964 0.272434 0.003 0.025 0.012 0.1241
H 4.680454 -2.676686 -1.881888 -0.016 -0.010 -0.004 0.1125
H 3.637476 -2.656888 -4.276122 0.025 -0.007 -0.007 0.1243
H 5.467337 -2.142471 -5.880518 0.002 -0.002 0.008 0.1030
H 6.398683 0.153353 -5.946926 -0.006 0.001 0.001 0.1061
H 5.558231 1.878487 -4.461329 -0.033 0.003 -0.009 0.0857
H 2.979674 1.075361 -1.898535 -0.003 -0.036 0.041 0.1281
H 1.903568 5.241650 -3.360884 -0.008 0.016 -0.013 0.0827
H 3.432290 6.058655 -3.747954 0.004 -0.006 -0.010 0.0920
H 3.110968 5.462145 -2.105272 -0.013 0.007 -0.003 0.0908
H 2.196166 3.682216 -5.163660 -0.001 0.007 -0.003 0.0896
H 3.617968 2.664053 -5.369277 0.045 0.001 -0.019 0.0643
H 3.733405 4.402856 -5.660312 -0.009 0.005 0.004 0.0901
H 5.342014 4.784067 -2.542635 0.000 -0.015 0.011 0.0855
H 5.669474 4.319808 -4.210568 -0.004 0.015 0.008 0.0884
H 5.576835 3.095576 -2.937395 0.007 0.026 0.008 0.0653
H -3.620566 1.366025 -3.471017 0.002 0.002 -0.007 0.1244
H -4.679607 3.223448 -4.722832 0.010 -0.002 -0.010 0.1022
H -3.824178 5.535635 -4.420224 0.002 -0.001 0.001 0.1052
H -1.951320 5.955825 -2.882401 -0.024 0.000 0.030 0.1000
H 0.095919 3.553273 -1.509539 0.064 0.034 -0.007 0.1143
H 0.083510 6.614473 1.716005 -0.010 0.024 0.005 0.0821
H -1.068274 5.380270 2.220063 -0.005 0.011 0.000 0.0908
H -1.583540 7.074698 2.123718 -0.022 -0.022 0.002 0.0867
H -0.172267 7.756284 -0.525023 -0.001 0.011 0.011 0.0927
H -1.802830 8.229771 -0.018676 -0.001 -0.002 -0.002 0.0876
H -1.559620 7.418100 -1.565268 -0.017 0.026 0.026 0.0634
H -3.001381 4.817527 0.851317 0.009 -0.017 -0.013 0.0703
H -3.290685 5.496219 -0.754601 -0.011 0.015 -0.062 0.0643
H -3.444010 6.510543 0.670978 0.000 -0.009 0.012 0.0892
F -5.291943 -7.602577 -3.003493 -0.016 -0.017 -0.014 0.1416
C -4.430530 -6.716791 -2.517532 -0.014 -0.041 -0.010 -0.1297
C -3.175462 -7.129555 -2.105087 0.027 -0.010 0.003 -0.1370
F -2.838515 -8.414771 -2.199657 0.002 0.003 0.005 0.1309
C -2.289102 -6.199271 -1.594624 -0.027 0.003 0.042 -0.2570
F -1.090879 -6.630181 -1.207555 0.021 -0.004 0.009 0.0896
C -2.623804 -4.855862 -1.490390 -0.085 -0.098 0.321 -0.4662
Se -1.384146 -3.577851 -0.766699 -0.589 -0.403 0.011 0.6709
C -3.884931 -4.469731 -1.917239 0.091 -0.105 -0.057 -0.2472
F -4.256561 -3.192960 -1.868484 0.460 -0.293 -0.781 0.0552
C -4.789333 -5.385068 -2.426005 -0.012 0.074 0.019 -0.1359
F -5.997432 -4.994905 -2.831205 -0.020 0.014 -0.006 0.1280
Br -0.353690 -3.366165 -2.801297 0.392 0.111 -0.577 0.3118

***

No. 3
11
Properties=species:S:1:pos:R:3:forces:R:3:nbo_charge:R:1 method="wB97M-V/def2-TZVPD" lumo_ha=0.003 homo_lumo_gap_ha=0.3350 e_homo_ha=-0.332 molar_mass_g_mol=112.16 smiles=Sc1cnccn1 de_lowest_kcal_mol=41.5 total_energy_ha=-662.45951 total_charge=0
S -1.804675 -2.073243 -0.505508 0.493 0.054 0.015 -0.0088
C -0.736147 -0.620542 -0.180115 3.192 -1.597 -3.681 0.0950
C 0.638621 -0.521418 -0.868334 -1.046 2.030 3.708 -0.0227
N 1.449625 0.529286 -0.389572 -1.076 -3.100 -2.033 -0.3838
C 1.015220 1.393564 0.544987 -3.169 -2.231 -1.088 -0.0448
C -0.351923 1.311764 0.927735 2.185 -2.684 -3.033 0.0283
N -1.241697 0.355828 0.489157 1.298 0.950 1.565 -0.4327
H -0.934469 -3.092510 -0.902796 -0.320 1.406 0.394 0.1455
H 0.980411 -1.344499 -1.587756 -0.239 1.741 1.137 0.2256
H 1.711792 2.120633 0.875757 0.337 0.580 0.442 0.2119
H -0.726756 1.941136 1.596445 -1.656 2.852 2.573 0.1865